Here is C18H26ClN3O3 as an isolated structure in a non-equilibrium geometry from the OMol25 dataset. Energies are from the ωB97M-V functional and the def2-TZVPD basis.

The value obtained for the energy relative to the best compared isomer or geometry (same formula, charge and spin) is 19.588 eV.

Structure (ORCA input):
```
! wB97M-V def2-TZVPD RIJCOSX def2/J DEFGRID3
* xyz 0 1
O -0.773 -1.695 -1.373
C -1.178 -1.244 -0.459
N -0.435 -0.671 0.565
C -1.018 0.219 1.488
C -0.644 1.466 0.938
C -1.248 2.073 -0.038
C -0.910 3.297 -0.342
C 0.045 4.211 0.111
C 0.525 3.699 1.315
C 0.254 2.362 1.829
H 0.564 2.212 2.775
H 1.163 4.359 1.893
H 0.369 4.992 -0.220
Cl -1.454 4.145 -1.940
H -1.888 1.553 -0.805
H -0.747 0.000 2.637
H -2.125 0.047 1.601
C 0.805 -1.016 0.602
H 1.110 -1.898 0.174
H 1.220 -0.745 1.637
C 1.506 -0.064 -0.603
N 2.858 -0.166 -0.486
C 3.372 -1.448 -1.083
C 4.795 -1.439 -1.343
H 5.224 -2.291 -2.089
O 5.732 -1.102 -0.417
C 5.247 -0.067 0.109
C 3.800 0.247 0.494
H 3.378 1.036 0.993
H 3.679 -0.685 1.416
H 5.890 0.431 0.919
H 5.344 0.878 -0.774
H 5.019 -0.712 -2.303
H 2.756 -1.935 -2.039
H 3.217 -2.423 -0.380
H 1.437 1.193 -0.216
H 1.128 -0.243 -1.660
N -2.723 -1.111 -0.030
C -3.371 -1.853 0.787
H -2.887 -1.707 1.785
C -4.685 -1.422 1.139
O -5.662 -1.367 0.037
C -4.994 -0.798 -1.235
C -3.538 -1.432 -1.497
H -3.105 -0.665 -2.390
H -3.384 -2.411 -1.839
H -5.450 -1.013 -2.096
H -4.708 0.172 -0.994
H -5.272 -1.833 1.629
H -4.834 -0.227 1.352
H -3.403 -2.908 0.430
*
```